[1]
{
  "formula": "CH2ClNOP2",
  "method": "wB97M-V/def2-TZVPD",
  "orbital_gap_ha": [0.282, 0.214],
  "total_charge": 0,
  "max_force_ev_per_a": 4.081,
  "e_homo_ev": [-8.02, -8.24],
  "e_lumo_ev": [-0.4, -2.4],
  "spin_multiplicity": 3,
  "elements": ["C", "N", "O", "P", "P", "Cl", "H", "H"],
  "coordinates": [[-2.017, 0.742, -0.030], [0.598, -1.468, -0.312], [-2.557, 1.813, -0.101], [0.883, -0.005, 0.011], [3.007, 0.258, 0.294], [-2.571, -0.847, 0.243], [0.087, -2.131, -0.801], [2.570, 1.639, 0.697]]
}

---

[2]
{
  "formula": "CH2ClO2S",
  "method": "wB97M-V/def2-TZVPD",
  "orbital_gap_ha": [0.130, 0.133],
  "total_charge": -1,
  "max_force_ev_per_a": 3.603,
  "e_homo_ev": [-3.50, -3.50],
  "e_lumo_ev": [0.0, 0.1],
  "spin_multiplicity": 1,
  "elements": ["C", "O", "O", "S", "Cl", "H", "H"],
  "coordinates": [[0.291, 0.494, -1.107], [1.096, -1.729, 0.208], [-0.838, -1.963, -1.326], [-0.062, -1.097, -0.402], [-0.761, 2.202, 4.920], [-0.463, 0.827, -1.726], [0.737, 1.266, -0.568]]
}

---

[3]
{
  "formula": "CH2F2INO2S",
  "method": "wB97M-V/def2-TZVPD",
  "orbital_gap_ha": 0.342,
  "total_charge": 0,
  "max_force_ev_per_a": 1.918,
  "e_homo_ev": -9.99,
  "e_lumo_ev": -0.7,
  "spin_multiplicity": 1,
  "elements": ["C", "N", "O", "O", "F", "F", "S", "I", "H", "H"],
  "coordinates": [[4.399, 0.187, -0.017], [0.393, -0.856, -1.504], [3.571, -0.266, 0.664], [-0.122, -2.847, -0.173], [4.668, -0.108, -1.257], [5.258, 1.053, 0.363], [0.858, -1.830, -0.488], [1.293, 2.680, -0.378], [-0.589, -1.136, -1.748], [1.352, 1.113, -0.842]]
}

---

Computed energy relative to the best compared isomer or geometry (same formula, charge and spin) (kcal per mole) in order:
12.4, 45.8, 0.0